Here is a single C23H21ClF3N3O4 molecule from the Open Molecules 2025 dataset. Energies are from ωB97M-V/def2-TZVPD.

Geometry as XYZ:
```
55
Properties=species:S:1:pos:R:3:forces:R:3
C -5.2103 0.7310 3.0132 0.02 -0.12 -0.04
C -5.9882 1.6200 3.6013 -0.03 0.21 0.08
C -5.6452 3.0572 3.8595 -0.08 0.06 0.16
N -4.3879 3.4643 3.2802 -0.48 -0.16 -0.28
C -3.3441 3.8647 4.0323 0.51 0.23 -0.27
O -3.4020 3.9939 5.2369 0.07 0.01 0.35
C -2.0380 4.1089 3.2692 0.00 0.03 0.17
C -2.2147 4.6908 1.8715 -0.03 0.02 0.03
C -2.3709 3.4693 0.9772 0.03 0.40 -0.04
O -2.8443 3.4651 -0.1353 -0.12 0.02 -0.24
N -1.8920 2.3907 1.6659 0.02 -0.01 0.23
C -1.8336 1.0691 1.2012 0.09 -0.37 -0.18
C -2.6540 0.6340 0.1586 -0.04 0.03 -0.07
C -2.6025 -0.6743 -0.2674 0.18 -0.26 0.11
C -1.7392 -1.5863 0.3355 -0.06 0.24 0.04
O -1.7581 -2.8618 -0.1794 -0.11 0.15 -0.15
C -1.0178 -3.8562 0.4836 0.06 -0.29 0.26
C 0.5013 -3.7213 0.3218 -0.42 0.21 -0.26
O 1.2744 -4.2150 1.1084 0.10 -0.16 0.22
N 0.8350 -3.0179 -0.7938 -0.48 0.04 -0.24
C 2.0982 -2.6656 -1.2562 0.60 0.07 -0.08
C 3.2739 -3.0881 -0.6364 -0.18 -0.06 0.08
C 4.4993 -2.7059 -1.1426 0.09 0.24 -0.32
C 4.5815 -1.9004 -2.2706 -0.39 -0.09 0.12
Cl 6.1242 -1.4404 -2.8801 0.29 -0.03 0.05
C 3.4088 -1.4746 -2.8944 0.10 -0.01 0.01
C 3.4711 -0.5983 -4.1181 0.00 0.25 -0.34
F 4.0829 0.5730 -3.8833 0.06 0.04 0.20
F 4.1250 -1.1774 -5.1366 0.07 -0.21 0.02
F 2.2519 -0.2917 -4.5879 -0.30 -0.08 0.11
C 2.1766 -1.8563 -2.3870 0.18 -0.06 0.09
C -0.9181 -1.1606 1.3694 -0.06 -0.36 -0.13
C -0.9682 0.1557 1.7956 -0.15 0.28 -0.06
C -1.3768 2.7530 2.9745 0.22 0.04 0.26
H -5.5294 -0.2855 2.8640 -0.13 -0.20 0.01
H -4.2216 0.9662 2.6567 0.21 0.14 -0.05
H -6.9727 1.3403 3.9509 -0.13 -0.12 0.01
H -6.4527 3.6939 3.4756 0.07 -0.05 0.12
H -5.5635 3.2288 4.9386 -0.09 0.04 -0.18
H -4.2935 3.3425 2.2849 0.06 0.06 0.07
H -1.4078 4.7231 3.9138 -0.12 -0.11 -0.03
H -1.3178 5.2282 1.5548 0.00 -0.02 -0.02
H -3.0617 5.3678 1.7701 0.02 -0.05 -0.08
H -3.3239 1.3250 -0.3236 -0.02 0.03 0.00
H -3.2358 -1.0148 -1.0707 -0.10 -0.03 -0.10
H -1.3216 -4.8026 0.0236 0.07 0.11 0.11
H -1.2558 -3.9037 1.5527 0.11 0.05 -0.12
H 0.0545 -2.6726 -1.3421 0.11 -0.09 0.21
H 3.2173 -3.7133 0.2394 0.02 0.00 -0.01
H 5.4078 -3.0331 -0.6637 0.10 -0.03 0.05
H 1.2740 -1.5195 -2.8750 -0.06 0.04 -0.05
H -0.2268 -1.8334 1.8524 0.06 -0.07 0.07
H -0.3102 0.4591 2.5935 0.06 0.06 0.10
H -0.2848 2.8521 2.9471 -0.07 -0.05 0.07
H -1.6455 1.9977 3.7174 0.06 0.03 -0.05
```
Positions in Å, forces in eV/Å.

The SMILES is C=CCNC(=O)[C@@H]1CC(=O)N(c2ccc(OCC(=O)Nc3ccc(Cl)c(C(F)(F)F)c3)cc2)C1. As for the lowest unoccupied orbital energy: 0.43 eV. The energy above the lowest of the compared OMol25 structures with the same formula, charge and spin comes out at 0.00 kcal/mol.


Here is a molecular structure, C23H21F6N2O3P2V in a non-equilibrium geometry from the Open Molecules 2025 dataset. Energies are from ωB97M-V/def2-TZVPD.

Geometry as XYZ:
```
58
Properties=species:S:1:pos:R:3:forces:R:3
V 0.0814 -0.0358 -0.3421 -0.90 -2.44 -1.62
C -0.6243 -0.0501 4.5173 -0.04 0.02 0.15
C -0.2689 0.2878 3.1214 0.34 -0.21 0.03
N 0.8907 0.0875 2.5955 -0.51 0.11 0.36
O 1.9695 -0.4647 3.1608 0.20 -0.02 -0.01
C -1.2455 0.9384 2.2012 -0.11 0.24 -0.33
C -2.3723 1.8163 2.6181 0.03 0.08 0.00
N -0.9223 0.7320 0.9852 -1.50 0.15 1.95
O -1.2919 1.1976 -0.1585 -0.86 1.40 -0.17
H 0.0101 -0.8195 4.9540 -0.02 -0.03 -0.02
H -1.6591 -0.3884 4.5666 0.01 -0.03 -0.01
H -0.5424 0.8434 5.1450 0.02 0.02 -0.03
H 1.7461 -0.8356 4.0317 -0.07 0.06 0.02
H -2.5229 1.8011 3.6935 0.00 -0.02 0.01
H -3.2919 1.5052 2.1203 0.01 -0.03 0.02
H -2.1666 2.8445 2.3092 0.02 0.00 0.02
C 2.8605 -1.1311 -5.4410 -0.01 -0.02 0.01
C 1.8215 -2.0137 -5.1803 -0.03 -0.06 -0.02
C 0.7889 -1.6423 -4.3354 0.03 0.12 0.06
C 0.8044 -0.3688 -3.7673 -0.18 -0.06 0.03
C 1.8489 0.5220 -4.0245 -0.07 -0.01 0.03
C 2.8761 0.1341 -4.8657 0.03 0.02 0.00
P -0.5235 0.1612 -2.6953 0.01 0.06 -0.27
C -1.6709 1.2288 -3.5564 0.12 0.00 0.14
C -1.4065 1.5761 -4.8829 0.03 0.04 0.11
C -2.3518 2.3026 -5.5886 0.01 0.04 -0.07
C -3.5368 2.6876 -4.9787 0.03 -0.01 0.02
C -3.7913 2.3479 -3.6537 -0.03 0.02 0.03
C -2.8633 1.6172 -2.9371 0.06 -0.01 0.01
C -1.4807 -1.2358 -2.0205 0.38 0.29 0.21
C -2.3861 -2.0379 -2.7110 -0.01 -0.10 0.00
C -3.0512 -3.0349 -2.0112 -0.01 0.02 -0.11
C -2.8286 -3.2374 -0.6509 0.10 0.07 0.08
C -1.9321 -2.4380 0.0482 -0.07 -0.16 0.04
C -1.2785 -1.4511 -0.6587 0.42 0.25 0.16
H 3.6696 -1.4345 -6.0915 -0.01 0.01 -0.01
H 1.8123 -2.9956 -5.6335 0.03 0.00 0.01
H -0.0106 -2.3348 -4.1089 0.02 -0.05 -0.04
H 1.8562 1.5050 -3.5667 0.04 0.02 -0.03
H 3.6920 0.8135 -5.0705 0.00 0.00 0.01
H -0.4791 1.2785 -5.3533 -0.04 -0.01 -0.05
H -2.1620 2.5645 -6.6206 0.00 0.01 0.01
H -4.2685 3.2561 -5.5366 0.00 -0.01 -0.01
H -4.7175 2.6515 -3.1850 0.00 0.00 0.00
H -3.0572 1.3421 -1.9087 -0.08 -0.01 -0.02
H -2.5762 -1.8748 -3.7644 -0.01 0.00 0.00
H -3.7576 -3.6660 -2.5339 -0.01 0.01 0.01
H -3.3532 -4.0278 -0.1310 -0.01 -0.01 -0.02
H -1.7475 -2.6114 1.1006 0.02 0.01 -0.01
O 1.9121 1.5708 1.0692 0.06 -0.27 0.41
C 1.2170 0.6332 1.1611 1.22 0.77 -0.31
F 1.6705 -0.5830 -1.0506 1.09 -0.07 -0.82
P 2.2713 -2.2706 -0.4759 0.03 -0.98 0.04
F 1.0971 -2.8037 -1.4124 0.22 0.08 0.14
F 3.2268 -1.4352 0.4522 -0.05 0.05 0.00
F 1.0539 -1.9992 0.6929 0.00 0.48 -0.31
F 3.2606 -2.2245 -1.6754 0.01 0.13 0.06
F 2.6307 -3.6588 0.0917 0.04 0.02 0.15
```
Positions in Å, forces in eV/Å.

As for the lowest unoccupied orbital energy (alpha / beta): -8.65 / -8.67 eV. The net charge is +2. The energy above the lowest of the compared OMol25 structures with the same formula, charge and spin comes out at 108.09 kcal/mol.


Here is a molecular structure, C23H21N3O4Ru from the Open Molecules 2025 dataset. Energies are from ωB97M-V/def2-TZVPD.

Geometry as XYZ:
```
52
Properties=species:S:1:pos:R:3:forces:R:3
Ru -0.1168 0.3604 -1.5795 0.62 0.59 0.31
O -3.2733 4.8236 -1.5626 0.25 0.01 0.13
C -2.2341 5.1076 -0.7681 -0.25 -0.05 -0.21
C -2.2654 6.3407 -0.1209 0.03 0.14 0.09
C -1.2338 6.7161 0.7045 -0.02 0.08 0.03
C -0.1287 5.8786 0.9260 -0.04 0.08 0.01
C -0.0887 4.6624 0.3112 -0.10 -0.13 -0.10
C -1.1388 4.2431 -0.5476 0.35 0.09 0.25
C -1.0542 2.9557 -1.1524 -0.05 -0.23 -0.09
O -0.0516 2.1330 -0.8096 -0.28 -0.20 -0.22
N -1.9487 2.5500 -2.0402 0.15 -0.15 0.03
N -1.6508 1.2937 -2.4420 -0.21 0.19 -0.09
C -2.3144 0.6724 -3.3493 -0.05 -0.10 -0.06
C -1.8138 -0.6585 -3.6727 0.04 0.12 0.08
C -2.3409 -1.4614 -4.6622 -0.08 -0.02 -0.06
C -1.7426 -2.6852 -4.9220 0.00 -0.05 -0.03
C -0.6310 -3.0751 -4.1891 -0.03 -0.05 -0.05
C -0.1537 -2.2373 -3.2034 -0.07 0.14 0.09
N -0.7337 -1.0566 -2.9406 -0.10 -0.16 -0.16
H -3.1222 3.9686 -1.9998 -0.08 -0.04 -0.05
H -3.1150 6.9855 -0.2976 0.01 0.00 0.00
H -1.2763 7.6829 1.1897 0.01 -0.01 0.00
H 0.6786 6.1974 1.5691 -0.01 0.01 0.00
H 0.7524 4.0009 0.4619 -0.01 -0.02 -0.01
H -3.1666 1.1329 -3.8340 0.00 -0.03 -0.03
H -3.2015 -1.1244 -5.2234 0.01 -0.01 -0.01
H -2.1377 -3.3277 -5.6974 0.00 0.00 0.00
H -0.1386 -4.0185 -4.3745 0.00 0.00 0.00
H 0.7041 -2.4928 -2.5973 0.02 0.00 0.00
C 2.7253 -4.1963 4.9500 -0.03 0.04 -0.04
C 2.2168 -3.3726 3.8047 0.22 -0.10 -0.16
C 2.8335 -3.4044 2.5490 -0.07 0.09 -0.07
C 2.3867 -2.6360 1.3937 0.34 -0.35 0.19
C 3.2324 -2.8234 0.1817 -0.04 0.04 0.05
C 1.2812 -1.8282 1.5275 -0.26 0.24 0.18
C 0.6828 -1.7096 2.8168 0.07 -0.06 0.03
C -0.4001 -0.7550 3.1397 -0.01 0.01 0.01
C 1.1531 -2.5184 3.9137 -0.17 0.19 -0.09
C 0.6813 -1.0502 0.3940 0.24 0.06 -0.02
O -0.5275 -0.7576 0.4034 -0.18 -0.24 0.05
O 1.4029 -0.6570 -0.6021 -0.06 -0.18 0.10
H 3.2347 -5.0917 4.5993 -0.01 0.00 -0.01
H 1.9111 -4.4928 5.6083 0.00 0.01 0.01
H 3.4378 -3.6169 5.5402 0.00 0.01 -0.01
H 3.6992 -4.0432 2.4077 -0.02 0.01 -0.03
H 3.4786 -3.8801 0.0611 -0.03 0.00 -0.01
H 4.1847 -2.3082 0.3562 0.00 0.00 -0.02
H 2.8027 -2.4206 -0.7236 -0.04 0.03 -0.04
H -1.3620 -1.2129 2.8721 0.01 0.01 0.00
H -0.3373 0.1642 2.5629 -0.01 -0.01 0.03
H -0.4174 -0.5417 4.2063 -0.02 -0.01 0.01
H 0.6373 -2.4151 4.8614 -0.02 0.01 -0.02
```
Positions in Å, forces in eV/Å.

The expectation value of S² is 6.03. As for the lowest unoccupied orbital energy (alpha / beta): -6.88 / -9.66 eV. The net charge is +2. As for the multiplicity: 5. The energy above the lowest of the compared OMol25 structures with the same formula, charge and spin comes out at 0.00 kcal/mol.